{"formula": "C50H62BF3N8OP", "method": "ωB97M-V/def2-TZVPD", "species": ["C", "C", "B", "O", "P", "C", "C", "C", "C", "C", "C", "C", "C", "F", "F", "F", "C", "C", "C", "C", "N", "C", "H", "H", "H", "H", "H", "H", "H", "H", "H", "H", "H", "H", "H", "H", "H", "H", "H", "H", "H", "H", "H", "H", "H", "H", "H", "H", "H", "N", "C", "C", "C", "C", "C", "H", "H", "H", "H", "H", "N", "C", "C", "C", "C", "C", "H", "H", "H", "H", "H", "N", "C", "C", "C", "C", "C", "H", "H", "H", "H", "H", "N", "C", "C", "C", "C", "C", "H", "H", "H", "H", "H", "N", "C", "C", "C", "C", "C", "H", "H", "H", "H", "H", "N", "C", "C", "C", "C", "C", "H", "H", "H", "H", "H", "N", "C", "C", "C", "C", "C", "H", "H", "H", "H", "H"], "positions_angstrom": [[0.102127, -7.133717, -1.571122], [0.838112, -5.813604, -1.261562], [-0.197047, -4.597969, -1.104549], [-0.248710, -3.717839, -2.191170], [-1.345010, -4.444295, 0.516610], [-2.936971, -4.501061, -0.599432], [-4.015851, -5.453548, -0.067951], [-4.987285, -4.822473, 0.951325], [-4.895991, -5.511185, 2.336256], [-6.438235, -4.906316, 0.453061], [0.165735, -4.517392, 1.756775], [0.310022, -5.862545, 2.456665], [0.450995, -5.820756, 3.961905], [1.328412, -6.769407, 4.399030], [-0.698604, -6.096283, 4.598841], [0.910093, -4.669962, 4.460304], [-1.249360, -2.503135, 0.570868], [-0.081342, -1.787775, 0.306033], [-0.104126, -0.403648, 0.411451], [-1.273741, 0.259627, 0.748180], [-2.412522, -0.394221, 1.015044], [-2.356020, -1.726012, 0.930614], [-0.787863, -6.941796, -2.169773], [0.720855, -7.820870, -2.149527], [-0.193367, -7.633042, -0.654187], [1.503338, -5.608600, -2.109777], [1.484041, -5.934638, -0.390995], [0.637768, -3.428732, -2.430001], [-2.228552, -4.429483, 1.719553], [-1.413700, -5.935344, 0.537041], [-2.607199, -4.927447, -1.557075], [-3.373887, -3.531655, -0.845280], [-4.616801, -5.772987, -0.924105], [-3.546569, -6.340629, 0.358187], [-4.790071, -3.765443, 1.118406], [-5.672618, -6.267309, 2.442074], [-4.990156, -4.771140, 3.130258], [-3.909465, -5.948131, 2.459482], [-6.482819, -4.380671, -0.501904], [-7.047053, -4.323168, 1.144261], [-6.787942, -5.933251, 0.384340], [1.090071, -4.301351, 1.215300], [0.038597, -3.693004, 2.454036], [1.219182, -6.345099, 2.104272], [-0.515351, -6.541202, 2.233094], [0.842772, -2.291226, 0.049629], [0.794459, 0.169331, 0.235215], [-1.291155, 1.338901, 0.831926], [-3.270882, -2.254452, 1.179065], [1.928549, 1.808201, -1.322238], [1.753944, 2.875332, -0.546798], [2.702212, 3.874268, -0.383464], [3.904188, 3.762961, -1.064807], [4.101660, 2.654445, -1.874947], [3.088219, 1.711885, -1.968963], [0.799519, 2.928210, -0.031139], [2.496522, 4.719448, 0.260603], [4.675882, 4.517536, -0.970987], [5.025135, 2.523446, -2.424640], [3.204443, 0.833035, -2.595015], [-9.428249, -3.878620, 2.279711], [-10.413187, -3.008469, 2.073513], [-11.676563, -3.363989, 1.624186], [-11.930964, -4.701883, 1.373143], [-10.916352, -5.621489, 1.582043], [-9.688500, -5.160795, 2.033894], [-10.172234, -1.970909, 2.279160], [-12.437484, -2.609893, 1.475678], [-12.903049, -5.022754, 1.020178], [-11.069593, -6.676144, 1.398045], [-8.867862, -5.847611, 2.208079], [-1.145580, 2.783349, 3.986442], [-0.180439, 2.906693, 4.897611], [0.316966, 1.849698, 5.642410], [-0.219550, 0.587833, 5.434384], [-1.225003, 0.439019, 4.494695], [-1.649641, 1.562554, 3.801658], [0.211540, 3.910204, 5.032090], [1.106447, 2.012391, 6.363722], [0.143056, -0.265866, 5.992645], [-1.670788, -0.525270, 4.292299], [-2.428563, 1.478802, 3.052483], [2.445815, 6.363800, 3.134758], [1.215468, 5.983867, 2.791404], [0.247716, 6.854859, 2.313132], [0.573387, 8.194755, 2.186148], [1.848351, 8.607124, 2.539695], [2.742605, 7.654992, 3.005355], [1.002742, 4.926341, 2.907713], [-0.734107, 6.486599, 2.048894], [-0.154359, 8.906178, 1.816957], [2.145651, 9.643721, 2.456564], [3.751134, 7.936165, 3.289581], [6.737888, 5.206732, -1.670787], [7.708541, 4.393273, -1.258732], [8.874856, 4.165289, -1.973411], [9.042830, 4.814925, -3.186125], [8.040605, 5.663235, -3.629336], [6.914142, 5.824521, -2.837178], [7.535252, 3.900312, -0.307727], [9.629837, 3.493459, -1.588789], [9.937296, 4.662884, -3.779567], [8.129097, 6.188726, -4.570622], [6.107171, 6.479783, -3.147935], [-4.860807, 4.494741, -1.593844], [-3.889177, 4.614525, -0.690734], [-3.392871, 3.554701, 0.052899], [-3.933773, 2.292608, -0.145270], [-4.946457, 2.152520, -1.080823], [-5.369369, 3.276481, -1.774365], [-3.491592, 5.616305, -0.560336], [-2.600482, 3.714660, 0.773619], [-3.573622, 1.435359, 0.416441], [-5.397692, 1.187978, -1.270386], [-6.157356, 3.203456, -2.517041], [11.068570, 4.224251, -6.088325], [11.910000, 4.914860, -6.855172], [11.874276, 4.899459, -8.240939], [10.912566, 4.122045, -8.865915], [10.029825, 3.396719, -8.082844], [10.149217, 3.483258, -6.704138], [12.648220, 5.508658, -6.327334], [12.582510, 5.482628, -8.813168], [10.851731, 4.082598, -9.945893], [9.263829, 2.777003, -8.527792], [9.475544, 2.933985, -6.054999]], "forces_ev_per_a": [[0.135, 0.120, -0.029], [0.083, 0.100, -0.247], [0.533, 0.002, -0.037], [-0.180, 0.355, 0.646], [-0.466, -0.081, -0.324], [0.051, -0.614, -0.019], [-0.277, 0.858, -0.129], [-0.380, -0.991, 0.468], [0.300, 0.570, -0.299], [0.649, 1.075, 0.285], [-0.030, 0.005, -0.247], [0.408, 0.271, 0.106], [0.126, -0.544, -0.252], [0.130, -0.194, 0.026], [-0.388, 0.158, 0.184], [0.079, 0.456, 0.131], [0.113, 0.320, -0.001], [-0.784, 0.110, 0.295], [0.329, 0.319, 0.001], [0.012, -0.750, 0.021], [0.353, 0.131, -0.020], [0.065, -0.395, -0.012], [-0.171, -0.069, 0.028], [0.122, -0.048, 0.023], [-0.202, -0.028, 0.051], [0.088, 0.124, -0.029], [-0.034, -0.089, 0.131], [0.038, -0.345, -0.493], [0.032, 0.113, 0.128], [-0.022, -0.034, 0.023], [0.150, 0.106, -0.080], [0.005, 0.133, 0.074], [-0.008, -0.256, -0.032], [0.096, -0.098, 0.015], [0.337, 0.082, -0.272], [0.013, -0.176, 0.110], [-0.266, -0.053, 0.155], [0.021, -0.199, 0.097], [-0.260, -0.290, -0.248], [-0.360, -0.243, 0.049], [-0.075, -0.094, -0.149], [0.128, 0.043, 0.015], [-0.194, -0.013, 0.148], [0.023, -0.194, -0.049], [-0.190, 0.048, -0.022], [0.055, -0.059, -0.051], [0.031, 0.079, -0.096], [-0.009, 0.129, -0.043], [-0.113, 0.057, 0.016], [0.140, 0.074, -0.053], [-0.122, -0.031, 0.029], [-0.027, -0.011, -0.040], [-0.030, 0.027, 0.071], [-0.019, 0.031, 0.025], [-0.038, -0.031, -0.017], [0.017, 0.022, 0.023], [0.019, -0.009, 0.022], [-0.054, -0.045, -0.011], [0.003, 0.000, -0.004], [0.036, 0.008, -0.002], [-0.146, -0.035, -0.005], [0.083, 0.071, 0.034], [0.005, -0.022, -0.002], [-0.025, -0.019, -0.010], [-0.021, 0.001, 0.001], [0.083, 0.023, 0.053], [-0.039, 0.010, -0.010], [0.011, 0.016, -0.002], [0.001, 0.000, -0.003], [0.019, -0.007, 0.002], [-0.007, -0.022, -0.032], [0.058, -0.057, 0.055], [-0.004, 0.095, -0.043], [-0.021, -0.008, -0.011], [-0.001, -0.027, 0.004], [0.024, -0.029, 0.049], [-0.115, 0.142, -0.127], [0.047, -0.024, 0.050], [0.004, 0.019, -0.004], [0.002, -0.008, -0.011], [0.006, 0.004, -0.062], [-0.007, -0.086, 0.024], [-0.042, 0.065, -0.029], [0.099, -0.134, 0.048], [-0.023, 0.005, -0.015], [-0.015, 0.027, -0.014], [-0.019, -0.018, -0.003], [0.049, -0.039, 0.020], [-0.089, 0.012, -0.040], [0.002, -0.030, 0.018], [-0.001, -0.001, -0.002], [0.018, -0.001, 0.002], [-0.008, 0.041, -0.008], [0.206, 0.053, -0.083], [-0.064, -0.012, 0.074], [-0.046, 0.030, -0.027], [0.122, -0.027, -0.048], [-0.003, -0.025, 0.030], [-0.077, 0.026, 0.022], [0.030, -0.019, -0.006], [-0.006, -0.008, 0.013], [-0.016, -0.004, -0.018], [-0.007, 0.006, -0.004], [0.015, 0.001, -0.034], [0.001, -0.019, 0.015], [-0.005, 0.039, -0.020], [-0.036, 0.007, -0.034], [0.060, -0.025, 0.140], [0.003, 0.054, -0.011], [-0.015, 0.034, -0.031], [0.029, -0.015, 0.023], [-0.008, 0.007, 0.015], [-0.097, 0.009, -0.076], [0.004, -0.006, -0.009], [-0.005, -0.040, 0.009], [-0.025, 0.024, -0.043], [0.016, 0.006, 0.074], [-0.020, -0.022, -0.005], [-0.002, 0.001, -0.031], [0.025, 0.016, -0.014], [-0.014, -0.010, 0.100], [0.013, 0.016, -0.036], [0.011, 0.006, 0.012], [-0.001, 0.000, -0.001], [-0.011, -0.006, 0.016], [-0.023, -0.012, -0.032]], "orbital_gap_ev": 5.0315, "homo_ev": -3.417, "largest_force_ev_per_a": 1.29, "charge": -1}